{"formula": "C4H9NO", "method": "ωB97M-V with the def2-TZVPD basis set", "symbols": ["O", "N", "C", "C", "C", "C", "H", "H", "H", "H", "H", "H", "H", "H", "H"], "coordinates": [[0.34520, 0.45505, 0.16712], [2.73159, 0.08449, 1.22676], [3.05658, -1.07265, 0.89584], [-1.16954, 0.60188, -0.34092], [-1.78567, 1.75818, -0.18173], [-1.71598, -0.62439, -0.99106], [-2.70935, 1.97211, -0.69855], [-1.69760, -1.47262, -0.30118], [-1.33053, 2.57268, 0.35807], [1.74066, 0.48059, 0.81591], [2.64594, -1.63053, 0.04448], [-1.11414, -0.88295, -1.86462], [-2.74273, -0.46750, -1.31325], [-0.12103, -0.20936, 0.74721], [3.86663, -1.56498, 1.43595]], "forces_ev_per_angstrom": [[-6.3919, -1.1412, -0.4912], [-2.8215, 1.7948, 0.4281], [0.2500, -0.3931, -0.6068], [1.8483, 1.0688, -0.3213], [0.6287, 0.0814, -0.1251], [0.6376, -0.0436, -0.0980], [-0.3028, -0.3041, 0.2811], [-0.0082, -0.0170, -0.0607], [0.1998, 0.0680, -0.0528], [3.8757, -1.2431, 0.6200], [-0.3759, -0.1443, 0.1718], [0.0008, -0.0952, 0.0680], [-0.0196, 0.1238, 0.1041], [2.2326, 0.2387, 0.2560], [0.2464, 0.0061, -0.1733]], "lowdin_charge": [-0.11, -0.01, -0.20, -0.32, 0.06, -0.05, 0.07, 0.09, 0.07, 0.04, 0.05, 0.09, 0.09, 0.09, 0.04], "total_energy_ev": -7828.264, "lumo_energy_ev": 0.658, "e_homo_ev": -8.704, "e_above_lowest_ev": 4.056, "spin_multiplicity": 1}